Record 1
Entry from the OMol25 dataset: a molecular structure, C3H6N2O in a non-equilibrium geometry (ωB97M-V/def2-TZVPD).

Geometry as XYZ:
```
12
Properties=species:S:1:pos:R:3:mulliken_spin:R:1
C -2.62383 -0.31964 -0.13456 0.003
C 0.97596 1.01714 0.45932 0.805
C 1.57250 -0.34465 0.20111 -0.045
N 0.39462 0.88737 -0.74320 0.304
N 0.98880 -0.33314 -1.10436 0.807
O -2.37050 0.88135 -0.09047 0.004
H -2.06014 -0.92584 -0.92098 -0.001
H -3.53408 -0.65740 0.40337 0.000
H 0.98744 1.79694 1.17782 0.012
H 2.70920 -0.66551 0.11380 0.060
H 1.06874 -1.06980 0.90893 0.072
H -0.30246 1.39822 -1.28172 -0.021
```

Summary:
Kohn-Sham gap (spin up / spin down) in Eh: 0.2270 / 0.3755
HOMO energy (spin up / spin down) in Eh: -0.2074 / -0.3804
<S²>: 2.01
2S+1: 3

Record 2
Entry from the OMol25 dataset: a molecular structure, C36H54FN14O8PSc (ωB97M-V/def2-TZVPD).

Geometry as XYZ:
```
115
Properties=species:S:1:pos:R:3:lowdin_charge:R:1
Sc 0.30058 -0.07000 -0.40171 1.050
O 2.00661 -0.02465 0.43904 -0.212
C 3.28456 -0.30895 0.13589 -0.281
C 4.24097 -0.34430 1.14972 -0.004
C 5.56041 -0.64644 0.87190 -0.048
C 5.95798 -0.92270 -0.43092 -0.061
C 5.02320 -0.87287 -1.44359 -0.019
C 3.68230 -0.55931 -1.19150 -0.072
C 2.73697 -0.48882 -2.30828 -0.220
N 1.41965 -0.28219 -2.26321 0.007
C 0.94587 -0.30462 -3.56561 -0.110
C 1.98439 -0.53150 -4.40281 -0.035
N 3.09354 -0.64594 -3.60041 0.144
H 3.92797 -0.11927 2.15994 0.092
H 6.28767 -0.66567 1.67286 0.119
H 6.98539 -1.17284 -0.65292 0.118
H 5.36037 -1.09380 -2.44834 0.112
H -0.09749 -0.15833 -3.79825 0.081
H 2.04305 -0.61316 -5.47340 0.131
H 4.03043 -0.80261 -3.93319 0.161
N 0.79539 -2.30590 5.73064 0.248
C 0.64443 -2.11367 4.21664 -0.246
C -0.79582 -1.72064 3.88654 -0.093
C -1.01588 -0.23044 3.61782 -0.339
N -0.82163 0.08362 2.17932 0.074
C -0.08915 0.61529 4.47464 -0.102
C 1.40715 0.35299 4.21201 -0.355
N 1.95190 1.32885 3.26917 0.068
C 1.65824 -1.09511 3.73560 -0.100
H 0.18154 -3.05209 6.06584 0.178
H 0.56243 -1.45345 6.24535 0.161
H 1.75628 -2.56244 5.97005 0.179
H 0.85567 -3.10412 3.81545 0.142
H -1.46085 -2.03033 4.69858 0.134
H -1.11168 -2.31112 3.02803 0.087
H -2.05140 -0.01118 3.89674 0.145
H -1.14717 1.03726 2.02775 0.084
H -1.47083 -0.50417 1.65407 0.025
H -0.33965 0.42615 5.52654 0.120
H -0.27534 1.67948 4.32663 0.125
H 1.92475 0.52216 5.16009 0.143
H 1.94453 0.95755 2.32230 0.025
H 2.91029 1.56879 3.49176 0.088
H 2.67689 -1.41376 3.97327 0.130
H 1.58399 -1.11154 2.64442 0.108
N -3.45890 1.15851 -4.62638 -0.011
N -2.42856 0.14751 -4.61993 0.000
H -4.37461 0.78348 -4.87500 0.138
H -3.21770 1.85308 -5.32938 0.136
H -2.40676 -0.31695 -5.52369 0.100
H -2.71264 -0.53517 -3.91612 0.038
F -4.72278 -5.48971 -0.62302 0.117
C -3.75584 -5.35526 0.28503 -0.203
C -2.46733 -5.38188 -0.04282 0.053
N -1.46863 -5.15471 0.89396 0.006
C -0.34027 -4.37508 0.40762 -0.005
C -0.75390 -2.90059 0.32978 -0.530
O 0.06319 -2.11066 -0.22232 -0.059
O -1.84508 -2.54858 0.82466 -0.023
C -1.77560 -4.96753 2.22934 -0.463
O -0.93884 -4.66188 3.05671 0.080
N -3.11298 -5.07723 2.54769 0.242
C -4.17425 -5.03153 1.64894 -0.398
O -5.28701 -4.68595 1.96508 0.123
H -2.14221 -5.53978 -1.06284 0.162
H -0.03638 -4.73610 -0.57339 0.149
H 0.51486 -4.47279 1.07196 0.145
H -3.34720 -4.90439 3.51732 0.179
C 6.58027 3.56723 0.25291 -0.041
C 5.58200 4.26045 -0.63126 -0.269
C 5.05333 3.63664 -1.75427 -0.033
C 4.15099 4.28175 -2.58920 -0.022
C 3.72976 5.56788 -2.28509 -0.271
N 2.78511 6.26727 -3.08892 0.143
C 1.74040 5.75394 -3.79913 -0.519
O 1.22284 6.30471 -4.73995 0.108
N 1.20566 4.53220 -3.33483 0.137
C 0.99442 4.11558 -2.03344 -0.209
C 1.20709 4.90155 -0.89907 0.034
C 0.99941 4.34635 0.34772 -0.001
C 0.58009 3.03181 0.45936 -0.125
N 0.35261 2.27462 -0.61985 -0.027
C 0.56085 2.80702 -1.82963 -0.078
C 4.25690 6.21336 -1.17002 -0.022
C 5.17836 5.56846 -0.36365 -0.024
H 6.80736 2.56739 -0.11678 0.068
H 6.20664 3.47664 1.27430 0.081
H 7.51479 4.12723 0.29998 0.092
H 5.37896 2.63247 -2.00381 0.107
H 3.79356 3.79074 -3.48391 0.117
H 3.02195 7.20698 -3.37570 0.169
H 0.61906 4.11853 -4.04395 0.150
H 1.52893 5.92865 -0.99364 0.123
H 1.17151 4.93003 1.24113 0.127
H 0.45802 2.57597 1.43338 0.085
H 0.42115 2.15340 -2.68544 0.105
H 3.94672 7.22585 -0.94034 0.124
H 5.59149 6.09318 0.48924 0.124
N -4.44292 -2.27648 0.07413 0.150
C -4.24625 -0.82541 0.37286 -0.157
P -3.23432 -0.11262 -0.99478 0.474
O -3.45905 -1.01944 -2.15270 -0.308
O -1.80731 0.22168 -0.59516 -0.394
C -4.02271 1.51698 -1.24623 -0.218
N -3.27591 2.25764 -2.29427 0.063
H -5.18848 -2.70508 0.63160 0.155
H -3.53876 -2.75187 0.29466 0.100
H -4.63347 -2.39810 -0.92723 0.148
H -3.78985 -0.73476 1.35661 0.105
H -5.22143 -0.33804 0.38455 0.117
H -4.02021 2.08010 -0.31015 0.113
H -5.05690 1.39010 -1.56720 0.115
H -2.29176 2.33116 -2.03154 0.106
H -3.62938 3.21022 -2.37428 0.150
H -3.38517 1.71785 -3.40774 0.074
```

Summary:
Kohn-Sham gap in Eh: 0.2793
HOMO energy in Eh: -0.5129
Net charge: +3

Record 3
Entry from the OMol25 dataset: a molecular structure, C54H31Cl3GeN11STi (ωB97M-V/def2-TZVPD).

Geometry as XYZ:
```
102
Properties=species:S:1:pos:R:3:mulliken_spin:R:1
Ti -0.25902 -0.68002 -0.22494 0.909
C 4.87658 -4.98538 -0.71942 -0.002
C 5.63321 -3.82027 -0.83804 0.002
C 5.04487 -2.56478 -0.74235 -0.003
C 3.68044 -2.49739 -0.52167 -0.008
C 2.73605 -1.32280 -0.35145 -0.031
N 3.16279 -0.46600 0.70313 -0.008
C 2.31619 0.22174 1.36881 0.031
C 2.78328 1.11664 2.44932 0.005
C 4.05372 1.48633 2.84961 0.004
C 4.15132 2.36840 3.91608 -0.003
C 3.00917 2.85290 4.55803 0.002
C 1.73958 2.47244 4.14806 -0.003
C 1.65607 1.60094 3.07814 0.002
C 0.49631 1.02310 2.37679 -0.003
N -0.70161 1.26995 2.79678 0.006
C -1.77282 0.67708 2.21128 -0.029
N -1.75498 -0.28374 1.29455 0.028
C -3.08013 -0.62629 0.99219 -0.002
N -3.46401 -1.71438 0.35432 0.002
C -2.62206 -2.63615 -0.04429 0.052
N -1.22264 -2.56613 0.03487 -0.011
C -0.72598 -3.77975 -0.22412 0.039
N 0.56726 -4.17152 -0.26534 -0.002
C 1.51970 -3.27008 -0.24206 0.016
N 1.42515 -1.94258 -0.17681 0.055
C 2.93418 -3.65746 -0.41236 -0.001
C 3.50728 -4.91363 -0.50857 0.003
C -1.80586 -4.70113 -0.51959 -0.001
C -1.80924 -6.05243 -0.85319 0.000
C -3.02511 -6.65929 -1.10307 0.005
C -4.22221 -5.92436 -1.01279 0.002
C -4.22468 -4.58578 -0.67678 0.002
C -2.99614 -3.96393 -0.43850 -0.012
C -3.95538 0.24382 1.72051 -0.017
C -5.34566 0.37166 1.79062 0.004
C -5.86755 1.33112 2.63275 -0.005
C -5.03674 2.15816 3.41444 -0.002
C -3.66338 2.02633 3.36352 -0.004
C -3.13158 1.05927 2.51272 -0.004
N 0.92039 0.27134 1.30152 -0.051
H 5.36411 -5.94958 -0.79933 0.000
H 6.69997 -3.89453 -1.01295 0.000
H 5.64535 -1.67292 -0.85156 0.000
H 4.92749 1.11499 2.33044 0.000
H 5.12667 2.70467 4.24618 0.000
H 3.12121 3.55375 5.37647 0.000
H 0.84213 2.85592 4.61398 0.000
H 2.88660 -5.79647 -0.42547 0.001
H -0.87438 -6.59541 -0.91558 0.001
H -3.06510 -7.70756 -1.37387 0.001
H -5.16301 -6.42586 -1.21062 0.000
H -5.14771 -4.02462 -0.60036 0.000
H -5.98530 -0.25993 1.18692 0.000
H -6.94263 1.45922 2.69275 0.000
H -5.48522 2.90748 4.05565 0.000
H -3.00619 2.65449 3.95142 -0.001
N -7.25510 0.55487 -7.90802 0.000
C -6.42721 0.46818 -7.11400 0.000
C -5.39346 0.35914 -6.12220 0.000
C -4.39380 1.32768 -6.04936 0.000
C -3.40025 1.21841 -5.09319 -0.001
C -3.38568 0.14379 -4.20733 0.001
C -4.38681 -0.82252 -4.28878 -0.001
C -5.38883 -0.71717 -5.23555 0.001
C -2.31731 0.00965 -3.18184 0.013
C -2.24071 0.99102 -2.20977 -0.001
C -3.09082 2.12718 -2.07033 0.000
C -2.64415 2.82768 -0.98074 -0.001
C -1.55917 2.08758 -0.46311 0.025
N -1.30433 0.99803 -1.17972 -0.014
C -1.46435 -1.09211 -3.31808 0.019
C -1.37532 -1.92093 -4.46781 0.002
C -0.29850 -2.75408 -4.26227 -0.001
C 0.22306 -2.40731 -3.00025 0.012
N -0.46458 -1.42670 -2.41985 -0.023
H -4.40182 2.15829 -6.74259 0.000
H -2.61752 1.96282 -5.02727 0.000
H -4.37137 -1.65066 -3.59164 0.000
H -6.17102 -1.46234 -5.29411 0.000
H -3.92241 2.37537 -2.70991 0.000
H -3.02471 3.74975 -0.57391 0.000
H -0.97174 2.34189 0.40860 -0.004
H -2.01269 -1.87037 -5.33626 0.000
H 0.08596 -3.51725 -4.92015 0.000
H 1.06917 -2.86400 -2.51705 -0.001
S 2.51233 -0.32106 -1.91606 0.000
C 3.75652 0.94200 -1.95725 0.003
C 3.48621 1.95522 -2.87987 0.002
C 4.39586 2.97654 -3.09150 -0.001
C 5.58891 3.00600 -2.38398 0.001
C 5.84459 2.01887 -1.44767 -0.001
C 4.93737 0.99074 -1.22546 -0.001
H 2.53820 1.96206 -3.40485 0.000
H 4.14295 3.77399 -3.77792 0.000
H 6.28556 3.82284 -2.52086 0.000
H 6.74709 2.06030 -0.84951 0.000
H 5.12271 0.26734 -0.44747 0.000
Cl 1.18826 4.89983 -2.05369 0.000
Ge 1.84388 3.57712 -0.26926 0.000
Cl 3.80119 4.70996 0.19523 0.000
Cl 0.54875 4.61750 1.34581 0.000
```

Summary:
Kohn-Sham gap (spin up / spin down) in Eh: 0.1758 / 0.1763
HOMO energy (spin up / spin down) in Eh: -0.0581 / -0.0583
<S²>: 0.76
Net charge: -2
2S+1: 2